1.
Below is a molecular structure, C48H47AsO3P3Pd, with properties calculated with wB97M-V/def2-TZVPD.

E_LUMO: -3.11 eV
E: -148864.001 eV
Gap between HOMO and LUMO: 0.2637 Ha
ΔE to the lowest compared entry with this formula, charge and spin: 2.62 kcal per mole
Total charge: +1

Each line ends with the Löwdin charge.
Element x y z (Å)
Pd -0.34 -0.34 0.58  0.536
C -3.56 0.25 0.48  -0.370
C -3.54 -1.10 -0.23  -0.344
P -1.92 -1.87 0.13  0.968
C -2.14 -3.07 1.45  -0.346
C -2.36 -2.60 2.74  -0.108
C -2.54 -3.48 3.79  -0.073
C -2.49 -4.85 3.56  -0.075
C -2.26 -5.33 2.28  -0.068
C -2.08 -4.44 1.22  -0.067
C -1.39 -2.76 -1.35  -0.359
C -2.27 -3.04 -2.39  -0.079
C -1.81 -3.69 -3.53  -0.066
C -0.48 -4.06 -3.64  -0.065
C 0.40 -3.79 -2.60  -0.062
C -0.05 -3.14 -1.46  -0.102
P -2.01 1.16 0.06  0.989
C -2.23 1.68 -1.66  -0.341
C -3.46 1.54 -2.32  -0.078
C -3.62 2.03 -3.61  -0.061
C -2.57 2.67 -4.25  -0.059
C -1.36 2.83 -3.60  -0.055
C -1.19 2.33 -2.31  -0.125
C -2.23 2.71 0.99  -0.329
C -2.59 2.64 2.34  -0.105
C -2.87 3.80 3.04  -0.058
C -2.76 5.04 2.41  -0.064
C -2.39 5.11 1.08  -0.070
C -2.12 3.95 0.37  -0.072
H -3.51 0.10 1.56  0.068
H -4.45 0.84 0.28  0.100
H -3.60 -0.97 -1.31  0.058
H -4.36 -1.75 0.08  0.106
H -2.37 -1.53 2.94  0.092
H -2.72 -3.11 4.79  0.113
H -2.63 -5.55 4.38  0.112
H -2.21 -6.40 2.09  0.112
H -1.90 -4.82 0.22  0.108
H -3.32 -2.78 -2.33  0.102
H -2.50 -3.91 -4.34  0.111
H -0.12 -4.56 -4.53  0.111
H 1.44 -4.07 -2.68  0.111
H 0.64 -2.92 -0.65  0.075
H -4.30 1.07 -1.83  0.094
H -4.57 1.92 -4.10  0.110
H -2.70 3.06 -5.25  0.111
H -0.53 3.34 -4.08  0.117
H -0.25 2.48 -1.81  0.075
H -2.63 1.70 2.86  0.098
H -3.14 3.74 4.08  0.112
H -2.97 5.94 2.96  0.110
H -2.30 6.07 0.58  0.111
H -1.84 4.02 -0.67  0.098
O 1.70 0.64 2.16  -0.165
C 0.89 1.61 2.26  -0.685
O -0.09 1.67 3.01  -0.006
C 1.20 2.77 1.32  -0.154
C 1.05 4.07 1.76  -0.016
C 1.37 5.14 0.94  -0.062
C 1.82 4.90 -0.36  -0.065
C 1.95 3.59 -0.81  -0.084
C 1.66 2.52 0.02  -0.312
P 1.69 0.77 -0.52  1.096
C 1.76 0.73 -2.35  -0.366
C 2.83 1.26 -3.07  -0.091
C 2.88 1.14 -4.45  -0.064
C 1.86 0.47 -5.12  -0.071
C 0.80 -0.08 -4.42  -0.072
C 0.76 0.05 -3.04  -0.121
C 3.38 0.17 -0.20  -0.354
C 3.75 -1.05 -0.75  -0.101
C 5.04 -1.53 -0.59  -0.085
C 5.97 -0.80 0.14  -0.081
C 5.60 0.42 0.70  -0.070
C 4.31 0.90 0.54  -0.083
H 0.66 4.24 2.76  0.126
H 1.26 6.15 1.29  0.110
H 2.07 5.72 -1.01  0.107
H 2.28 3.42 -1.83  0.093
H 3.65 1.74 -2.55  0.114
H 3.71 1.55 -4.99  0.109
H 1.90 0.38 -6.20  0.108
H 0.02 -0.61 -4.93  0.108
H -0.07 -0.38 -2.49  0.076
H 3.04 -1.61 -1.34  0.104
H 5.32 -2.48 -1.03  0.106
H 6.98 -1.17 0.27  0.106
H 6.32 1.00 1.26  0.109
H 4.02 1.85 0.98  0.113
C 3.37 -1.69 2.81  -0.177
As 1.49 -2.04 2.79  1.064
C 0.60 -1.11 4.21  -0.182
C 1.32 -3.92 3.18  -0.184
O 0.70 -1.98 1.30  -0.641
H 3.76 -2.11 3.74  0.053
H 3.53 -0.62 2.77  0.026
H 3.84 -2.18 1.96  0.039
H 0.43 -1.80 5.04  0.045
H -0.34 -0.72 3.82  0.015
H 1.20 -0.26 4.51  0.045
H 1.80 -4.17 4.12  0.046
H 1.78 -4.49 2.37  0.047
H 0.26 -4.16 3.23  0.014

2.
Below is C11H16N2O3S2 in the gas phase at a distorted geometry, with properties calculated with wB97M-V/def2-TZVPD.

E_LUMO: 0.22 eV
E: -42454.108 eV
Gap between HOMO and LUMO: 0.3112 Ha
ΔE to the lowest compared entry with this formula, charge and spin: 133.29 kcal per mole

Each line ends with the Löwdin charge.
Element x y z (Å)
C -0.65 4.03 -1.25  -0.242
H -1.43 4.50 -1.80  -0.017
H -1.06 3.12 -0.61  0.072
H 0.05 4.63 -0.78  -0.015
S 0.34 3.18 -2.86  0.693
C 1.63 2.54 -1.66  -0.528
H 1.92 3.38 -0.90  0.107
C 1.29 1.14 -1.00  -0.206
C 2.39 0.55 -0.11  -0.139
N 1.84 -0.77 0.43  0.115
C 0.87 -0.97 1.29  -0.544
O 0.21 -0.05 1.59  0.100
N 0.34 -2.29 1.12  0.087
H 0.91 -3.01 0.87  0.090
C -0.81 -2.70 1.80  -0.293
C -1.97 -2.68 0.91  -0.434
C -2.86 -1.79 0.25  -0.210
C -3.61 -2.22 -0.70  -0.121
C -3.33 -3.78 -0.91  -0.397
S -2.21 -4.27 0.18  1.025
H -3.81 -4.25 -1.75  0.039
H -4.21 -1.55 -1.09  0.046
H -2.65 -0.82 0.78  0.145
H -0.77 -3.47 2.61  0.146
H -0.91 -2.01 2.54  0.083
H 2.36 -1.62 0.14  0.170
H 3.06 0.44 -0.79  0.081
C 2.80 1.47 1.15  -0.348
O 3.72 2.26 1.04  0.095
O 1.74 1.80 2.02  0.089
H 1.11 1.12 1.96  -0.035
H 0.95 0.43 -1.79  0.121
H 0.33 1.39 -0.26  0.148
H 2.44 2.26 -2.43  0.073

3.
Below is 2 unconnected molecules or ions with the total composition H4O2 at a distorted geometry, with properties calculated with wB97M-V/def2-TZVPD.

E_LUMO: 0.73 eV
E: -4159.698 eV
Gap between HOMO and LUMO: 0.4212 Ha
ΔE to the lowest compared entry with this formula, charge and spin: 5.55 kcal per mole

Each line ends with the Löwdin charge.
Element x y z (Å)
H -0.75 -0.93 -0.92  0.085
H -1.79 -0.96 0.20  0.054
H 1.28 1.33 0.52  0.031
H 0.34 0.16 0.52  0.030
O -1.16 -0.36 -0.22  -0.065
O 1.28 0.41 0.18  -0.134

4.
Below is 3 unconnected molecules or ions with the total composition C4H9NO2 at a distorted geometry, with properties calculated with wB97M-V/def2-TZVPD.

E_LUMO (alpha / beta): 0.76 / 0.76 eV
E: -9871.176 eV
Gap between HOMO and LUMO (alpha / beta): 0.2954 / 0.2953 Ha
ΔE to the lowest compared entry with this formula, charge and spin: 204.88 kcal per mole

Each line ends with the Löwdin charge.
Element x y z (Å)
C -0.48 -0.50 0.82  -0.042
C 1.47 0.66 0.63  -0.146
C -0.52 0.61 0.02  -0.190
N 2.26 -0.04 -0.27  0.003
C -0.93 1.50 -0.83  0.044
O -2.26 -1.04 0.28  -0.290
O -1.99 -2.30 -0.39  -0.164
H -2.59 -2.25 -1.15  0.063
H 2.10 0.15 -1.25  0.092
H 2.66 -0.92 0.04  0.087
H -0.66 -0.38 1.88  0.120
H 0.00 -1.39 0.44  0.109
H 1.49 1.74 0.51  0.083
H 1.66 0.40 1.67  0.095
H -0.29 2.32 -1.14  0.063
H -1.93 1.43 -1.25  0.073

5.
Below is 2 unconnected molecules or ions with the total composition C11H15BrSi at a distorted geometry, with properties calculated with wB97M-V/def2-TZVPD.

E_LUMO (alpha / beta): -2.59 / -2.65 eV
E: -89566.401 eV
Gap between HOMO and LUMO (alpha / beta): 0.1958 / 0.1881 Ha
ΔE to the lowest compared entry with this formula, charge and spin: 58.08 kcal per mole

Each line ends with the Löwdin charge.
Element x y z (Å)
C -0.34 1.17 -3.88  0.017
C -1.46 0.63 -3.20  -0.051
C 0.98 1.19 -3.22  0.028
C -1.34 0.00 -1.95  0.038
C 0.93 0.90 -1.89  -0.162
C -0.22 0.36 -1.21  -0.225
C 1.74 0.63 -0.66  -0.114
C 0.46 0.09 -0.02  -0.116
C -1.18 1.11 2.33  -0.186
C 1.41 -0.43 2.91  -0.139
C -1.11 -2.02 1.76  -0.183
Si -0.12 -0.43 1.68  0.579
Br 1.51 -2.97 -0.85  -0.367
H -0.58 1.78 -4.71  0.093
H -2.26 0.49 -3.88  0.097
H 1.97 1.33 -3.58  0.109
H -2.10 -0.65 -1.51  0.135
H 2.60 -0.10 -0.84  0.115
H 2.17 1.52 -0.05  0.148
H -2.20 0.83 2.15  -0.019
H -1.25 1.11 3.51  0.070
H -0.87 2.12 1.85  0.055
H 0.94 -0.81 3.78  0.015
H 2.17 -1.16 2.86  0.019
H 1.80 0.47 3.11  -0.024
H -1.83 -1.87 2.62  0.060
H -1.44 -2.57 0.89  0.020
H -0.38 -2.72 2.01  -0.013

6.
Below is a molecular structure, C4H8ClNS at a distorted geometry, with properties calculated with wB97M-V/def2-TZVPD.

E_LUMO: 0.48 eV
E: -29121.071 eV
Gap between HOMO and LUMO: 0.3365 Ha
ΔE to the lowest compared entry with this formula, charge and spin: 90.84 kcal per mole

Each line ends with the Löwdin charge.
Element x y z (Å)
C -0.02 0.09 0.12  -0.784
C -0.28 -1.45 0.47  -0.501
C -1.17 1.04 -0.06  -0.445
C 0.71 0.42 -1.25  -0.334
H 2.06 0.31 0.33  0.190
H 1.20 0.30 2.14  0.186
H -0.60 -1.55 1.61  0.104
H 0.57 -2.10 0.51  0.050
H -2.33 0.73 0.01  0.097
H -1.19 2.04 0.55  0.106
H 1.78 0.86 -1.07  0.093
H 0.90 -0.42 -1.90  0.050
N 0.96 0.64 0.97  -0.057
S -0.94 1.31 -1.93  0.735
Cl -1.63 -2.21 -0.49  0.508

7.
Below is 2 unconnected molecules or ions with the total composition C4H14N2O3, with properties calculated with wB97M-V/def2-TZVPD.

E_LUMO: 0.93 eV
E: -13495.581 eV
Gap between HOMO and LUMO: 0.3872 Ha
ΔE to the lowest compared entry with this formula, charge and spin: 73.48 kcal per mole

Each line ends with the Löwdin charge.
Element x y z (Å)
C 0.72 0.91 -1.37  -0.502
C 2.31 0.37 0.30  -0.086
C 0.44 0.50 -2.82  -0.011
O 1.54 -0.06 -0.80  -0.142
O -0.49 1.05 -0.69  -0.028
H -0.37 0.65 0.19  0.041
H 1.24 1.89 -1.36  0.149
H 2.93 -0.47 0.59  0.092
H 2.96 1.21 0.02  0.090
H 1.69 0.67 1.15  0.076
H 1.36 0.49 -3.38  0.080
H -0.26 1.21 -3.26  0.081
H 0.00 -0.49 -2.82  0.080
C -1.59 -1.42 1.42  -0.288
N -0.88 0.63 2.53  0.026
N -1.68 -1.72 0.03  0.044
O -0.55 -0.45 1.70  -0.259
H -1.71 1.10 2.15  0.087
H -1.10 0.28 3.46  0.084
H -1.86 -0.88 -0.51  0.069
H -0.81 -2.12 -0.30  0.081
H -2.55 -1.02 1.77  0.118
H -1.35 -2.34 1.97  0.120

8.
Below is 11 unconnected molecules or ions with the total composition C44H121N11O11 at a distorted geometry, with properties calculated with wB97M-V/def2-TZVPD.

E_LUMO: 0.22 eV
E: -86494.301 eV
Gap between HOMO and LUMO: 0.3280 Ha
ΔE to the lowest compared entry with this formula, charge and spin: 113.76 kcal per mole

Each line ends with the Löwdin charge.
Element x y z (Å)
C 2.32 3.65 -1.57  -0.056
C 3.57 2.89 -1.12  -0.466
C 4.08 1.83 -2.07  -0.171
O 4.91 0.93 -1.29  -0.224
C 5.72 0.02 -2.07  -0.074
N 4.56 3.87 -0.84  0.057
H 1.84 4.27 -0.81  0.063
H 1.59 3.00 -2.06  0.062
H 2.60 4.33 -2.37  0.079
H 3.27 2.33 -0.23  0.103
H 4.63 2.35 -2.86  0.128
H 3.30 1.25 -2.56  0.106
H 6.34 -0.55 -1.38  0.087
H 6.38 0.65 -2.66  0.082
H 5.06 -0.56 -2.72  0.082
H 5.41 3.38 -0.59  0.077
H 4.34 4.53 -0.11  0.058
C 0.59 -2.19 -7.72  -0.066
C 1.40 -2.30 -6.47  -0.417
C 0.74 -1.75 -5.18  -0.191
O 0.76 -0.34 -5.33  -0.167
C 0.48 0.38 -4.13  -0.084
N 1.72 -3.72 -6.23  0.012
H 0.56 -1.15 -8.05  0.081
H -0.37 -2.66 -7.55  0.063
H 1.14 -2.75 -8.47  0.078
H 2.38 -1.85 -6.62  0.139
H 1.37 -2.13 -4.37  0.113
H -0.24 -2.22 -5.11  0.116
H -0.32 0.06 -3.46  0.072
H 0.31 1.41 -4.45  0.087
H 1.38 0.41 -3.52  0.066
H 0.81 -4.15 -6.12  0.014
H 2.12 -4.24 -6.99  0.085
C 5.44 1.34 7.02  -0.066
C 5.62 2.08 5.69  -0.423
C 5.15 1.26 4.48  -0.187
O 6.21 0.38 4.17  -0.170
C 6.00 -0.32 3.01  -0.142
N 4.81 3.30 5.87  0.042
H 4.37 1.17 7.15  0.078
H 5.72 1.90 7.92  0.067
H 5.98 0.40 7.03  0.075
H 6.64 2.40 5.50  0.128
H 4.93 1.97 3.69  0.111
H 4.28 0.69 4.81  0.125
H 6.97 -0.68 2.67  0.087
H 5.57 0.29 2.20  0.079
H 5.40 -1.23 3.12  0.086
H 5.24 3.76 6.66  0.066
H 4.97 3.86 5.04  0.020
C 2.41 -7.44 -2.88  -0.094
C 1.68 -6.39 -3.56  -0.444
C 1.36 -5.14 -2.67  -0.219
O 2.56 -4.51 -2.40  -0.197
C 2.47 -3.30 -1.59  -0.053
N 2.48 -5.95 -4.69  0.037
H 2.53 -8.32 -3.51  0.083
H 1.98 -7.83 -1.96  0.081
H 3.43 -7.16 -2.58  0.085
H 0.76 -6.81 -3.98  0.120
H 0.95 -5.48 -1.71  0.119
H 0.67 -4.46 -3.15  0.096
H 2.10 -3.65 -0.63  0.089
H 1.80 -2.51 -1.94  0.051
H 3.47 -2.87 -1.58  0.087
H 3.41 -5.69 -4.38  0.070
H 2.16 -5.02 -4.93  -0.001
C -0.96 0.60 4.98  -0.061
C -0.06 -0.65 5.06  -0.436
C -0.61 -1.84 4.29  -0.189
O 0.35 -2.91 4.49  -0.201
C 0.27 -3.94 3.52  -0.091
N 1.18 -0.26 4.50  0.034
H -0.60 1.35 5.68  0.075
H -1.95 0.45 5.41  0.065
H -1.21 0.96 3.98  0.052
H 0.18 -0.86 6.10  0.140
H -0.68 -1.51 3.25  0.097
H -1.64 -2.07 4.55  0.121
H 0.68 -3.62 2.56  0.079
H -0.79 -4.19 3.46  0.083
H 0.80 -4.81 3.92  0.088
H 1.61 -1.16 4.33  0.058
H 1.10 -0.06 3.51  0.018
C 2.64 4.45 2.29  -0.046
C 2.93 5.50 3.40  -0.377
C 4.44 5.96 3.30  -0.142
O 5.22 4.71 3.37  -0.272
C 6.66 4.89 3.24  -0.069
N 1.94 6.61 3.29  0.032
H 3.35 3.63 2.32  0.069
H 2.61 4.90 1.30  0.065
H 1.69 3.99 2.55  0.045
H 2.70 5.09 4.39  0.125
H 4.74 6.66 4.07  0.117
H 4.51 6.54 2.38  0.116
H 7.19 5.42 4.04  0.086
H 6.77 5.42 2.30  0.083
H 7.14 3.92 3.15  0.085
H 1.88 7.21 4.10  0.066
H 1.00 6.25 3.25  0.038
C -3.09 -5.72 -6.85  -0.066
C -2.43 -4.92 -5.81  -0.471
C -2.48 -5.46 -4.36  -0.140
O -3.80 -5.78 -3.81  -0.162
C -4.47 -4.60 -3.49  -0.141
N -1.07 -4.86 -6.23  0.022
H -4.13 -5.84 -6.55  0.082
H -2.70 -6.74 -6.81  0.096
H -3.05 -5.39 -7.88  0.091
H -2.70 -3.86 -5.83  0.138
H -1.84 -4.89 -3.69  0.110
H -1.89 -6.38 -4.39  0.116
H -4.83 -4.00 -4.32  0.084
H -3.80 -4.04 -2.83  0.082
H -5.36 -4.91 -2.94  0.089
H -1.10 -4.86 -7.24  0.080
H -0.74 -5.79 -6.03  0.082
C -4.98 -0.75 -2.13  -0.049
C -6.49 -0.62 -2.02  -0.433
C -7.33 -1.90 -1.66  -0.112
O -7.08 -2.90 -2.72  -0.237
C -7.82 -2.70 -3.93  -0.098
N -6.85 0.46 -1.10  0.040
H -4.48 0.09 -2.62  0.087
H -4.83 -1.65 -2.73  0.066
H -4.56 -0.97 -1.15  0.055
H -6.77 -0.36 -3.04  0.116
H -8.41 -1.76 -1.71  0.111
H -7.17 -2.26 -0.64  0.123
H -7.29 -1.87 -4.40  0.076
H -8.88 -2.52 -3.77  0.088
H -7.68 -3.52 -4.63  0.086
H -6.50 1.21 -1.68  0.081
H -7.82 0.68 -1.26  0.085
C -5.46 5.41 4.51  -0.084
C -3.96 5.42 4.85  -0.405
C -3.22 6.00 3.58  -0.224
O -1.87 5.79 3.55  -0.177
C -1.36 4.46 3.59  -0.073
N -3.83 6.34 5.99  0.029
H -5.99 5.22 5.44  0.077
H -5.73 4.66 3.77  0.073
H -5.80 6.37 4.11  0.077
H -3.68 4.41 5.13  0.128
H -3.35 7.08 3.65  0.125
H -3.69 5.68 2.65  0.115
H -0.30 4.47 3.34  0.059
H -1.79 3.80 2.84  0.075
H -1.46 3.95 4.55  0.085
H -2.83 6.50 6.03  0.063
H -4.19 7.23 5.68  0.062
C 2.28 -0.29 0.58  -0.011
C 0.90 0.44 0.55  -0.366
C -0.26 -0.47 0.05  -0.219
O 0.05 -1.03 -1.16  -0.200
C -1.00 -1.92 -1.57  -0.077
N 0.57 1.08 1.82  0.067
H 2.40 -0.92 -0.31  0.052
H 2.36 -1.00 1.40  0.075
H 3.11 0.41 0.62  0.052
H 0.94 1.29 -0.13  0.113
H -1.15 0.16 -0.05  0.107
H -0.49 -1.19 0.83  0.115
H -1.93 -1.38 -1.77  0.078
H -1.27 -2.67 -0.83  0.092
H -0.63 -2.46 -2.44  0.065
H 1.09 1.95 1.85  0.062
H -0.39 1.41 1.82  0.044
C -3.60 -0.72 1.87  -0.040
C -4.35 0.60 1.83  -0.462
C -3.88 1.56 0.76  -0.170
O -2.48 1.92 0.93  -0.234
C -2.06 2.96 0.07  -0.101
N -5.74 0.37 1.72  0.038
H -3.95 -1.39 2.66  0.080
H -2.57 -0.49 2.16  0.052
H -3.70 -1.20 0.90  0.070
H -4.34 1.08 2.81  0.136
H -4.48 2.45 0.59  0.123
H -4.19 1.16 -0.21  0.094
H -0.99 3.13 0.22  0.080
H -2.66 3.87 0.10  0.091
H -2.16 2.49 -0.91  0.087
H -5.97 0.15 0.76  0.014
H -5.88 -0.46 2.29  0.071